Record 1
ORCA calculation (ωB97M-V with the def2-TZVPD basis set) on a molecular structure, C3H6OS at a distorted geometry.

Geometry as XYZ:
```
11
Properties=species:S:1:pos:R:3:forces:R:3
C -0.376 -0.028 0.367 -0.815 0.451 -2.112
C 0.586 -1.067 -0.100 -1.913 -3.890 2.421
C 0.683 0.869 -0.198 0.127 3.315 -2.287
H -2.503 0.923 0.142 -0.044 -0.344 -0.279
H -0.598 0.018 1.356 -0.230 0.271 2.955
H 1.086 -1.499 0.813 -0.101 -0.117 -0.986
H -0.022 -1.832 -0.633 1.232 -0.119 -0.186
H 1.366 1.319 0.503 -0.020 0.381 0.720
H 0.406 1.694 -0.987 0.242 -1.521 1.443
O 1.366 -0.218 -0.801 1.326 0.871 -1.836
S -1.994 -0.178 -0.463 0.196 0.702 0.147
```
Positions in Å, forces in eV/Å.

Results
Energy relative to the best compared isomer or geometry (same formula, charge and spin): 2.0786 eV
E_LUMO: 0.8 eV
Gap between HOMO and LUMO: 0.3745 Ha
Multiplicity: 1
Total charge: 0
Energy: -591.256618 Ha
HOMO energy: -0.3445 hartree

***

Record 2
ORCA calculation (ωB97M-V with the def2-TZVPD basis set) on 2 unconnected molecules or ions with the total composition C5H14NO at a distorted geometry.

Geometry as XYZ:
```
21
Properties=species:S:1:pos:R:3:forces:R:3
C -0.554 -0.646 0.655 -0.306 1.734 1.975
C 0.026 0.624 1.394 -0.546 -1.324 -0.987
C -0.616 1.925 0.928 0.306 -0.148 0.363
C -0.179 3.049 -1.288 1.187 0.207 -0.844
C -0.705 2.080 -0.557 -1.234 0.475 -0.046
N 0.489 -1.358 -0.101 -0.638 -0.677 0.638
H -0.930 -1.249 1.470 0.360 -0.903 -0.073
H -1.500 -0.375 0.182 0.663 -0.261 -1.012
H 1.079 0.667 1.179 0.532 0.052 0.168
H -0.113 0.348 2.440 0.181 0.826 0.198
H -1.610 2.008 1.358 -0.357 -0.029 -0.051
H -0.061 2.751 1.337 0.329 0.431 0.226
H 0.615 3.732 -0.992 -0.239 -0.114 0.692
H -0.333 3.164 -2.360 -0.490 -0.357 0.190
H -1.511 1.507 -1.016 0.353 -0.195 -0.152
H 0.046 -2.124 -0.634 0.664 0.316 -0.817
H 1.155 -1.928 0.527 -0.271 0.053 0.628
H 1.174 -0.725 -0.537 -0.451 -0.046 -0.979
H 1.478 -4.421 -1.595 0.017 -0.040 0.104
H 1.186 -4.460 -0.064 0.070 0.102 -0.059
O 1.036 -3.948 -0.876 -0.131 -0.100 -0.161
```
Positions in Å, forces in eV/Å.

Results
Energy relative to the best compared isomer or geometry (same formula, charge and spin): 2.8880 eV
E_LUMO (alpha / beta): 1.0 / 0.7 eV
Gap between HOMO and LUMO (alpha / beta): 0.1538 / 0.3988 Ha
Multiplicity: 2
Total charge: 0
Energy: -328.730993 Ha
HOMO energy (alpha / beta): -0.1171 / -0.3717 hartree
⟨S²⟩: 0.75

***

Record 3
ORCA calculation (ωB97M-V with the def2-TZVPD basis set) on 2 unconnected molecules or ions with the total composition C5H8BrNO2S at a distorted geometry.

Geometry as XYZ:
```
18
Properties=species:S:1:pos:R:3:forces:R:3
C 0.017 -0.640 -1.534 -0.617 -2.487 -1.865
C 2.631 -0.446 0.301 0.074 -0.080 -2.201
C -3.315 -0.691 -0.436 0.253 0.353 0.958
C 1.292 0.197 0.489 -0.119 3.394 1.291
C 0.504 0.364 -0.788 0.832 3.463 1.645
N -0.375 -1.549 -2.146 0.089 0.380 0.263
O -1.851 0.481 1.381 0.338 0.122 1.547
O -2.663 1.872 -0.558 -0.023 0.715 -0.115
S -2.120 0.662 -0.008 -0.916 -1.117 -0.974
Br 0.641 2.120 -1.558 -0.086 -0.861 -0.036
H 2.449 -1.387 -0.222 0.458 -0.494 0.704
H 3.258 0.089 -0.420 -0.206 0.354 0.086
H 3.192 -0.454 1.201 0.311 -0.661 0.905
H -2.749 -1.596 -0.367 0.216 -0.598 -0.104
H -4.164 -0.721 0.260 0.592 0.383 0.280
H -3.730 -0.527 -1.390 -0.032 0.220 -1.323
H 1.512 1.321 1.017 -1.136 -3.117 -1.485
H 0.665 -0.397 1.146 -0.027 0.029 0.422
```
Positions in Å, forces in eV/Å.

Results
Energy relative to the best compared isomer or geometry (same formula, charge and spin): 0.4000 eV
E_LUMO (alpha / beta): -1.7 / -1.8 eV
Gap between HOMO and LUMO (alpha / beta): 0.2762 / 0.2688 Ha
Multiplicity: 1
Total charge: 0
Energy: -3372.619975 Ha
HOMO energy (alpha / beta): -0.3394 / -0.3335 hartree

***

Q: What is the energy relative to the best compared isomer or geometry (same formula, charge and spin) in the third record?
A: 0.4000 eV